68
Properties=species:S:1:pos:R:3:forces:R:3:nbo_charge:R:1 method="wB97M-V/def2-TZVPD" charge=+3 orbital_gap_ha=0.2199 de_lowest_kcal_mol=3.0 lumo_energy_ev=-10.952 largest_force_ev_per_a=0.69
W 0.367 -0.364 1.565 -0.16 0.28 0.40 -0.164
Te -0.308 -2.025 3.713 -0.43 -0.49 0.06 1.081
C -0.680 -1.098 5.563 0.24 0.19 -0.06 -0.256
C 0.190 -0.189 6.134 -0.08 0.12 0.03 -0.271
C -0.099 0.228 7.432 0.00 -0.02 -0.03 0.070
N -1.141 -0.217 8.123 -0.01 -0.01 -0.01 -0.342
C -1.941 -1.119 7.564 -0.01 0.07 0.02 0.071
C -1.757 -1.604 6.273 0.01 -0.08 -0.01 -0.282
C -1.636 -1.056 2.332 0.36 0.26 -0.18 -1.110
P -1.674 0.728 2.175 -0.63 0.12 0.24 1.254
C -1.836 1.568 3.736 0.05 0.00 0.00 -0.478
C -1.081 2.718 3.976 0.01 -0.01 0.01 -0.114
C -1.319 3.467 5.115 -0.01 0.00 0.00 -0.202
C -2.320 3.082 5.999 0.02 0.02 0.01 -0.133
C -3.091 1.955 5.745 0.00 -0.06 0.04 -0.181
C -2.854 1.191 4.614 0.01 -0.06 0.02 -0.182
C -2.737 1.500 0.975 -0.01 -0.09 -0.05 -0.362
C -3.996 1.929 1.414 0.01 0.03 0.00 -0.181
C -4.855 2.539 0.518 0.00 0.00 0.01 -0.190
C -4.459 2.738 -0.800 0.00 0.01 -0.01 -0.126
C -3.202 2.329 -1.231 0.00 -0.01 0.00 -0.188
C -2.339 1.706 -0.347 -0.01 0.01 0.01 -0.198
P -1.463 -1.990 0.836 0.20 -0.20 -0.11 1.223
C -2.641 -1.607 -0.441 -0.01 -0.01 0.02 -0.361
C -2.262 -1.845 -1.765 -0.02 0.04 0.00 -0.196
C -3.184 -1.645 -2.779 0.01 0.00 0.01 -0.187
C -4.473 -1.228 -2.471 0.01 0.00 0.00 -0.140
C -4.853 -1.017 -1.151 0.00 0.01 0.01 -0.182
C -3.940 -1.207 -0.127 -0.02 -0.04 0.01 -0.205
C -1.312 -3.742 1.110 0.02 0.02 0.04 -0.483
C -0.251 -4.424 0.512 0.00 0.00 0.05 -0.169
C -0.196 -5.807 0.606 0.01 0.01 0.01 -0.189
C -1.184 -6.492 1.300 0.01 -0.01 -0.01 -0.126
C -2.240 -5.809 1.896 -0.02 0.01 0.01 -0.200
C -2.318 -4.432 1.796 -0.03 -0.02 -0.05 -0.119
H 1.057 0.203 5.621 -0.02 0.00 0.02 0.226
H 0.546 0.943 7.930 -0.01 0.00 0.01 0.229
H -2.765 -1.479 8.168 0.00 0.00 0.00 0.234
H -2.425 -2.357 5.874 -0.01 0.01 0.00 0.242
H -0.325 3.051 3.275 0.01 -0.01 0.01 0.200
H -0.737 4.358 5.306 0.00 0.00 0.00 0.252
H -2.510 3.672 6.886 0.00 0.00 0.00 0.256
H -3.881 1.675 6.429 0.00 -0.01 0.00 0.252
H -3.465 0.320 4.409 0.01 -0.04 0.04 0.227
H -4.298 1.804 2.446 -0.01 0.00 -0.02 0.234
H -5.827 2.875 0.851 0.00 0.00 0.00 0.254
H -5.130 3.229 -1.493 0.00 0.00 0.00 0.253
H -2.894 2.504 -2.253 0.00 0.00 0.00 0.247
H -1.364 1.386 -0.688 -0.01 0.00 0.00 0.210
H -1.270 -2.209 -2.007 0.00 0.00 0.00 0.223
H -2.903 -1.831 -3.807 0.00 0.00 0.00 0.252
H -5.194 -1.084 -3.265 0.00 0.00 0.00 0.252
H -5.867 -0.719 -0.918 0.00 0.00 0.00 0.247
H -4.242 -1.059 0.903 0.00 0.00 0.00 0.222
H 0.522 -3.884 -0.020 0.00 0.00 -0.01 0.224
H 0.615 -6.348 0.139 0.00 0.00 0.00 0.249
H -1.136 -7.570 1.373 0.00 0.00 0.00 0.254
H -3.008 -6.355 2.427 0.00 0.00 0.00 0.252
H -3.156 -3.901 2.233 0.00 0.00 0.00 0.217
Cl 2.577 -2.723 1.790 0.03 -0.03 -0.04 -0.035
C 4.257 -2.643 1.126 0.04 0.03 0.02 -0.363
Cl 4.677 -1.015 0.638 -0.01 -0.01 0.01 0.020
H 4.289 -3.306 0.270 -0.01 0.00 0.00 0.249
H 4.914 -2.970 1.923 -0.01 0.00 0.01 0.257
Se 0.832 -0.406 -0.776 0.11 -0.07 -0.37 0.245
Se 2.370 1.391 -0.821 -0.07 -0.15 0.14 0.199
Se 1.300 1.996 1.193 0.29 0.42 -0.20 0.337
Se 2.061 0.758 2.979 0.17 -0.21 -0.09 0.201